This record from the OMol25 dataset describes an isolated molecule of C6H13NO. The level of theory is ωB97M-V/def2-TZVPD.

frontier orbital gap (spin up / spin down) = 7.86 / 9.27 eV
HOMO (spin up / spin down) = -0.2755 / -0.3165 hartree
net charge = 0
ΔE to the lowest compared entry with this formula, charge and spin = 144.20 kcal/mol

The geometry in XYZ format:
```
21
Properties=species:S:1:pos:R:3:lowdin_charge:R:1
H -1.75 -1.51 0.99 0.103
H -3.17 0.96 0.01 0.059
C 2.26 -2.39 -0.07 -0.088
H -2.29 1.78 -1.30 0.072
H 1.70 2.02 -1.26 0.086
C 0.80 2.07 -0.62 -0.062
N 1.00 -0.50 -0.65 0.088
H 0.02 2.51 -1.20 0.046
C -1.39 -0.49 1.34 -0.108
H -2.08 -0.27 2.13 0.065
H 2.93 -2.73 0.64 0.052
C 0.42 0.72 -0.07 -0.369
C -2.32 0.88 -0.65 -0.078
C -1.17 0.49 0.27 -0.203
H 2.61 -2.52 -1.16 0.107
H -0.43 -0.72 1.77 0.066
H -2.49 0.01 -1.36 0.101
H 1.07 2.77 0.21 0.091
O 2.08 -0.98 0.13 -0.195
H 0.87 0.85 0.88 0.095
H 1.33 -2.95 -0.04 0.072
```